157
Properties=species:S:1:pos:R:3:forces:R:3:mulliken_charge:R:1 method="wB97M-V/def2-TZVPD" smiles="CCOB(O)c1c(CCCN)c(CCCCCCOC(C)=O)cc2c1C(=O)c1c(CCCCS(=O)(=O)O)cccc1C2=O.CCO.CCO.CCO.CCO.CCO.CCO.CCO.CCO" gap_ev=8.5
H -2.32690 -5.34187 -3.56589 0.056 -0.042 -0.330 0.756
C 1.86781 -1.15886 -1.90402 -1.284 -0.457 -2.963 0.515
H -2.26219 -1.61279 -5.91543 -0.045 0.288 -0.205 0.521
C -0.15248 -2.86433 -3.04685 1.304 -0.702 1.926 -0.086
H -5.30138 2.44154 1.51814 -0.079 -0.026 0.223 0.356
H 5.56486 -3.65522 -5.55958 0.158 -0.071 -0.038 0.251
C -5.96960 -4.18366 -4.37619 -0.090 0.323 0.161 0.073
C 5.86267 -2.69577 -5.99621 -0.425 -0.005 -0.112 -0.260
H 0.22491 7.35754 3.32430 0.040 0.016 0.000 0.395
S -3.60875 -2.32896 0.38331 -1.608 -0.828 0.320 1.073
O -3.04244 3.17596 1.75210 0.027 -0.382 -0.422 -0.578
C 4.38189 9.37469 5.47657 -0.030 -0.036 0.047 -1.129
H 4.76252 -5.31099 2.47056 0.129 -0.104 0.143 0.271
O 5.10122 -1.65452 -5.39128 0.213 -0.119 -0.002 -0.280
H -1.13672 -1.37314 1.32262 0.255 0.003 -0.056 -0.563
C 1.84940 -2.33299 0.08926 -0.044 -2.159 2.288 0.359
C 2.59185 -1.34370 0.66998 0.563 0.629 1.745 1.228
O 5.06188 2.23445 -2.13629 0.282 0.130 0.095 -0.554
C 5.82988 1.20410 -2.76326 -0.385 -0.032 -0.223 -0.017
B 1.37559 -3.59000 0.93762 -0.591 0.464 -0.335 0.030
H 0.73022 7.78026 1.67925 0.023 0.036 0.049 0.303
H -6.95587 -1.23769 0.86968 0.090 0.033 -0.095 0.270
N 5.11920 -4.39694 2.22190 -0.018 0.128 -0.138 -0.813
H -7.47743 -1.08799 4.40618 0.016 -0.012 -0.002 0.374
H 6.87546 1.37971 -2.51427 -0.043 0.104 0.131 0.455
C -2.18143 -4.37928 6.56902 0.002 -0.008 -0.070 -0.992
H 6.20905 0.43436 -4.74235 -0.085 -0.052 -0.039 0.277
H -1.39342 8.44874 -1.33203 0.012 0.012 -0.017 0.296
H 1.08044 5.02741 2.97808 0.033 -0.103 -0.113 0.303
C -3.40987 2.65479 0.71542 0.249 1.118 1.395 0.941
H -5.84244 -5.14844 -4.86548 0.112 0.040 -0.061 0.344
O 2.61067 8.42315 4.11112 0.093 -0.173 0.084 -0.441
H 3.42129 -3.72353 3.26877 -0.307 0.294 -0.030 0.119
C 5.62377 1.21516 -4.26288 0.084 0.205 -0.046 -0.966
C 2.58055 -0.20141 -1.33985 1.365 2.647 -1.071 0.229
C -2.70439 -4.70746 -1.62586 0.677 -0.624 -0.376 -0.376
H 1.78607 2.44433 -1.49779 -0.046 -0.318 -0.248 0.453
H 4.17347 -1.81079 -5.59549 -0.055 0.109 0.073 0.148
H -8.90832 -0.12173 2.58090 -0.018 0.024 -0.111 0.287
H -0.90988 3.38384 0.60910 -0.245 0.152 0.266 0.508
H 4.61766 -2.87466 -7.75291 0.009 -0.091 0.008 0.326
C 4.42475 -3.37384 3.02786 0.272 -0.816 -0.144 -0.295
H 6.90787 -2.51559 -5.74810 -0.027 0.064 0.092 0.281
H 4.96268 -3.33352 3.97170 0.022 0.283 0.189 0.443
H 2.30995 -1.85417 2.76789 -0.259 -0.258 0.026 0.327
O -4.79073 -2.37073 -0.40352 -0.869 -0.293 -1.149 -0.627
O -7.61893 -0.56898 1.07442 -0.120 0.109 0.028 -0.488
C -1.26488 -3.54997 -3.42606 0.180 -2.038 1.619 1.067
C -2.05344 -4.54267 -0.26123 -1.102 -0.051 -0.396 0.181
C -0.31301 2.11527 -0.97796 0.684 0.164 0.087 0.039
H -2.67735 -4.34484 5.59820 0.024 -0.048 -0.020 0.195
H -6.57534 0.10819 3.45592 -0.039 0.034 0.013 0.178
H -2.63208 -3.60117 7.18917 0.018 -0.048 0.075 0.319
H 3.48387 2.66310 1.56935 0.244 0.023 0.140 0.550
H -2.37489 -0.80455 -0.42660 -0.050 0.155 0.021 0.035
H -1.14645 -3.96412 -0.28623 -0.238 0.277 0.053 -0.749
C -0.69074 -4.14255 6.41052 -0.221 0.278 0.188 -0.229
C -7.41881 -3.74061 -4.44220 -0.003 0.006 -0.075 -1.225
H 1.01149 3.73406 -0.66185 0.093 0.231 0.036 0.549
H -1.78459 -5.52468 0.11851 0.249 -0.148 0.021 0.952
C -7.06485 -0.86522 3.42014 -0.031 0.013 0.016 -0.763
O 0.04682 -3.66128 1.36120 0.853 0.100 0.537 0.189
H 5.53168 0.23523 -2.34442 0.134 -0.069 -0.048 0.084
H -0.24745 -4.90799 5.77495 0.080 0.083 -0.057 0.253
H -5.64554 -4.27769 -3.33365 -0.060 -0.127 0.005 0.007
C 4.42931 -2.02186 2.30767 -0.496 -0.401 0.358 -1.301
C 1.50385 -2.25500 -1.21190 -1.223 -1.287 -0.759 0.104
O 2.20612 -4.61507 1.23315 0.072 -0.386 -0.459 -1.001
H -0.54483 6.59794 1.91758 0.021 -0.057 0.042 0.142
C 1.07994 2.65012 -0.70083 -0.297 -0.008 0.429 -0.873
C 5.66866 -2.71428 -7.50173 0.047 0.041 -0.011 -1.069
O -0.43195 -2.88235 5.79397 0.096 -0.125 -0.161 -0.418
H 0.21324 -0.78793 2.32581 0.216 0.194 -0.107 0.321
H 2.41711 9.31163 3.79750 -0.049 0.008 -0.007 0.262
H -2.47391 7.23226 0.97979 0.046 0.105 0.004 0.305
H -2.37807 -5.34820 7.03002 -0.019 0.016 0.022 0.347
H -3.40856 7.81783 -0.40523 -0.085 -0.096 0.114 0.380
C 3.15456 2.22851 0.62978 0.024 -0.584 0.725 -1.141
H -0.91236 -5.50962 -2.59397 0.177 -0.011 0.279 0.447
C 1.46293 -1.03869 -3.32683 0.443 0.697 -0.766 -0.368
C 3.02357 -1.36761 2.11385 0.821 -0.554 0.239 -1.379
H -1.26513 5.62773 -0.50838 -0.012 -0.003 0.076 -0.025
O -3.77042 -1.60185 1.59354 0.949 0.734 0.900 -0.503
C 1.42577 5.85013 2.35162 0.078 0.286 -0.193 -0.109
C -1.64634 -1.93549 -5.09493 -1.356 0.290 -1.320 -1.264
H -5.33865 3.01262 -0.11925 -0.035 -0.020 -0.412 0.304
H -0.19157 -4.17141 7.38429 0.016 -0.162 -0.011 0.333
H -0.81025 -2.19850 6.35452 0.006 0.041 -0.010 0.259
H 1.64800 -5.39908 1.32197 0.189 -0.106 0.438 0.244
H 4.57091 1.05779 -4.50695 0.032 -0.172 0.005 0.138
H 2.84265 0.64390 -1.95252 0.115 0.132 -0.174 0.406
C 0.20649 -1.73585 -3.71280 2.159 0.424 1.516 0.571
C 0.75620 -3.31319 -1.93451 -0.214 -0.841 -0.394 -0.240
C -3.10690 -4.00579 0.72683 1.858 -0.034 -0.296 -1.143
H -3.97305 -4.65277 0.68036 -0.472 0.300 0.019 0.787
H -2.17932 6.20606 -1.89365 -0.095 0.002 -0.007 0.437
H -0.24731 -0.37808 -5.21663 0.189 0.192 -0.130 0.572
H 5.91241 2.18229 -4.67953 0.073 0.017 0.078 0.332
C -0.63305 -1.46024 2.27973 0.014 -0.219 0.187 -0.397
C 4.00429 8.36347 4.40987 -0.109 0.390 -0.063 -0.211
H -5.00579 1.28836 0.22808 -0.034 -0.039 -0.281 0.247
C -2.45371 7.37756 -0.09886 0.034 0.032 -0.407 -0.558
O 2.10827 -0.38512 -4.13695 -0.500 -0.303 0.593 -0.652
O -5.11478 -3.25628 -5.04547 -0.057 -0.167 -0.107 -0.469
H -3.23667 -5.65724 -1.61487 -0.399 -0.012 0.104 0.484
H 1.32064 2.94303 1.37482 -0.225 0.022 0.237 0.943
H 6.26136 -3.50492 -7.96475 -0.029 -0.009 -0.017 0.363
H 3.52942 2.90079 -0.13185 -0.169 0.189 -0.247 0.332
C -2.22163 6.05876 -0.81127 0.106 -0.066 0.013 -0.322
C -4.84756 2.31402 0.54742 -0.131 -0.259 -0.279 -1.187
H -3.43101 -3.93251 -1.84776 -0.092 0.194 0.002 0.052
H -7.54487 -2.76383 -3.97005 -0.009 -0.047 0.100 0.339
H -1.36706 -1.17426 3.02605 0.022 0.266 0.190 0.704
C -1.98383 -3.06595 -4.44876 -2.124 -1.053 -1.049 -0.625
H 4.57325 8.54440 3.49158 0.126 -0.087 0.059 0.273
H -1.09646 1.64831 0.97379 -0.040 0.048 0.361 0.191
H -5.21574 -2.40477 -4.60769 0.023 0.018 0.005 0.278
H 5.44581 9.31904 5.71138 0.000 0.033 -0.007 0.349
H 0.47232 -3.01625 3.33519 0.339 -0.063 -0.038 0.270
C 0.39931 6.96319 2.32353 -0.093 -0.055 -0.014 -1.023
C -0.54125 -1.28147 -4.70914 0.207 2.699 -2.201 -0.675
C -1.73206 -4.83890 -2.80689 -0.552 -0.293 -0.223 -1.843
O 1.64865 5.31825 1.04062 -0.075 -0.134 0.100 -0.323
C 3.84852 0.85080 0.47181 0.463 0.558 -0.464 -1.290
O -2.53614 2.41751 -0.28108 -0.939 -0.596 0.474 -0.371
H 2.37444 6.21501 2.75164 -0.059 0.002 0.148 0.094
C -1.19242 2.41486 0.21375 0.567 -0.008 -1.094 -0.478
H -1.17119 -3.36416 2.94775 -0.038 -0.344 0.109 0.369
H 4.13934 2.06772 -2.35126 -0.007 0.099 -0.116 0.300
O -2.45934 -1.76337 -0.53579 0.577 -0.071 0.097 -0.086
H -8.07105 -4.45618 -3.93964 -0.008 0.029 0.021 0.365
C -8.15205 -0.87353 2.35931 0.360 -0.197 -0.080 -0.266
H 4.34052 0.61729 1.40291 0.029 -0.355 0.159 0.360
H 4.21606 7.35134 4.75118 -0.104 -0.046 -0.052 0.287
H 4.15151 10.38975 5.14470 0.086 0.007 -0.045 0.336
H -0.71348 2.63947 -1.83984 -0.215 -0.226 -0.287 0.508
H 4.89152 -2.17753 1.33807 0.176 0.159 -0.162 0.420
O -1.40749 8.30702 -0.38114 0.023 -0.019 0.223 -0.504
C 2.98968 -0.25428 -0.06226 0.883 0.706 1.293 0.330
H 4.65443 0.98568 -0.25399 0.030 -0.012 0.119 0.190
H 3.81099 9.19591 6.38797 0.027 -0.059 0.011 0.290
H 4.82833 -4.28380 1.25887 -0.036 -0.015 -0.117 0.268
H 5.06963 -1.36546 2.88492 0.119 0.354 -0.116 0.414
O 0.90488 -4.50057 -1.68921 0.018 0.548 0.532 -0.645
H -0.22725 1.04377 -1.15341 -0.323 -0.214 -0.265 -0.728
H 1.96504 6.03748 0.48556 -0.016 0.028 -0.003 0.233
H -6.29423 -1.60363 3.18864 -0.023 -0.042 0.020 0.147
C 1.62963 2.19088 0.65800 0.318 0.973 -0.485 -0.033
H 3.13623 -0.36389 2.49256 -0.459 0.341 0.017 0.908
H -8.64096 -1.85344 2.31911 -0.099 0.041 0.133 0.261
H -2.85119 -3.62996 -4.76419 -0.109 0.126 -0.071 0.413
H 1.20920 1.24891 1.00643 0.156 -0.308 -0.186 -0.362
H -3.01157 5.33927 -0.59101 -0.012 0.014 -0.004 0.039
H -2.66549 -4.04832 1.71705 -0.251 0.321 0.226 0.209
H 5.96106 -1.75687 -7.93391 0.059 -0.005 0.018 0.271
C -0.26833 -2.91447 2.54809 -0.939 0.228 -0.187 -0.631
H -7.73866 -3.64177 -5.47994 0.006 -0.070 -0.013 0.303